[1]
Entry from OMol25: a 13-piece molecular cluster, C44H58Cl14N6 overall (ωB97M-V/def2-TZVPD).

Computed properties:
F_max	2.93	eV/A
highest occupied orbital energy	-9.303	eV
orbital gap	9.522	eV
energy relative to the best compared isomer or geometry (same formula, charge and spin)	1.091	eV
lowest unoccupied orbital energy	0.2	eV

Geometry as ORCA input:
```
! wB97M-V def2-TZVPD RIJCOSX def2/J DEFGRID3
* xyz 0 1
Cl -0.063 -5.783 -4.245
C -0.287 -4.553 -5.501
C 0.318 -3.141 -5.070
Cl -0.570 -2.550 -3.611
H -1.345 -4.483 -5.752
H 0.268 -4.954 -6.349
H 0.235 -2.370 -5.836
H 1.354 -3.179 -4.733
Cl 1.609 0.953 -6.734
C 1.894 1.912 -5.289
C 2.956 1.229 -4.425
Cl 2.519 -0.405 -3.961
H 0.955 1.877 -4.736
H 2.157 2.914 -5.628
H 3.150 1.860 -3.557
H 3.888 1.188 -4.988
Cl 0.259 1.316 -1.475
C 0.191 -0.422 -1.052
C -0.052 -0.654 0.416
Cl -1.569 0.083 1.041
H 1.100 -0.908 -1.407
H -0.676 -0.726 -1.638
H 0.766 -0.301 1.045
H -0.183 -1.722 0.593
Cl -1.090 4.836 0.927
C -2.147 3.435 1.368
C -3.486 3.894 2.005
Cl -4.425 4.932 0.883
H -1.553 2.872 2.088
H -2.195 2.749 0.523
H -3.260 4.435 2.924
H -4.110 3.034 2.251
Cl -0.859 -4.451 0.346
C -1.526 -5.641 -0.747
C -0.551 -6.877 -0.741
Cl -0.734 -7.799 0.840
H -1.514 -5.190 -1.739
H -2.497 -5.798 -0.279
H 0.504 -6.609 -0.799
H -0.718 -7.567 -1.569
Cl 1.836 -3.591 -1.550
C 3.429 -4.159 -2.266
C 4.490 -3.050 -2.360
Cl 5.483 -3.047 -0.820
H 3.288 -4.558 -3.270
H 3.781 -5.032 -1.717
H 4.001 -2.086 -2.501
H 5.226 -3.127 -3.161
Cl -1.703 2.588 4.761
C -2.602 1.030 4.423
C -3.898 0.885 5.225
Cl -4.934 2.323 5.021
H -1.994 0.203 4.790
H -2.769 0.896 3.355
H -3.854 0.677 6.294
H -4.489 0.027 4.904
N 0.501 4.746 -4.130
C 0.663 5.854 -4.898
C 1.239 7.033 -4.410
C 1.514 7.070 -3.096
C 1.261 6.020 -2.217
C 0.768 4.821 -2.816
H 0.201 5.800 -5.873
H 1.281 7.896 -5.059
H 1.988 7.967 -2.726
H 1.440 6.113 -1.156
H 0.537 3.918 -2.271
N -3.082 3.124 -2.708
C -2.318 2.306 -3.463
C -2.421 0.920 -3.464
C -3.542 0.354 -2.766
C -4.342 1.162 -1.947
C -4.060 2.529 -1.978
H -1.587 2.955 -3.921
H -1.803 0.305 -4.101
H -3.675 -0.717 -2.800
H -5.242 0.851 -1.437
H -4.668 3.267 -1.475
N 6.421 2.260 -1.343
C 5.952 3.478 -1.105
C 4.612 3.755 -0.780
C 3.767 2.659 -0.659
C 4.180 1.344 -0.928
C 5.567 1.211 -1.251
H 6.673 4.280 -1.161
H 4.205 4.734 -0.577
H 2.734 2.736 -0.352
H 3.536 0.480 -0.851
H 6.084 0.286 -1.464
N 1.797 1.636 3.028
C 2.988 2.239 3.100
C 4.000 1.725 3.901
C 3.614 0.820 4.911
C 2.376 0.230 4.884
C 1.497 0.673 3.899
H 3.263 3.044 2.435
H 4.961 2.219 3.873
H 4.360 0.492 5.620
H 2.055 -0.537 5.573
H 0.490 0.286 3.952
N -0.435 -1.886 4.684
C -0.151 -2.070 6.009
C 0.409 -3.249 6.449
C 0.599 -4.294 5.579
C 0.279 -4.167 4.203
C -0.256 -2.922 3.821
H -0.346 -1.226 6.653
H 0.632 -3.456 7.485
H 1.013 -5.223 5.942
H 0.421 -5.062 3.615
H -0.466 -2.848 2.764
N -4.977 -3.428 3.910
C -3.961 -3.317 3.021
C -4.004 -2.360 1.980
C -5.109 -1.534 1.906
C -6.142 -1.611 2.828
C -6.005 -2.570 3.830
H -3.063 -3.899 3.166
H -3.242 -2.277 1.219
H -5.270 -0.836 1.098
H -6.986 -0.949 2.705
H -6.730 -2.579 4.630
*
```



[2]
Entry from OMol25: C44H58N7O2PS2SbV as an isolated structure (ωB97M-V/def2-TZVPD).

Computed properties:
F_max	0.70	eV/A
expectation value of S²	0.75
highest occupied orbital energy (alpha / beta)	-9.602 / -9.112	eV
orbital gap (alpha / beta)	7.402 / 6.911	eV
energy relative to the best compared isomer or geometry (same formula, charge and spin)	0.552	eV
lowest unoccupied orbital energy (alpha / beta)	-2.2 / -2.2	eV

Geometry as ORCA input:
```
! wB97M-V def2-TZVPD RIJCOSX def2/J DEFGRID3
* xyz 1 2
V 0.272 1.120 0.001
N -0.578 -0.161 1.566
C 0.322 -0.299 2.715
C 1.499 -1.158 2.297
N 2.093 -0.686 1.036
C 2.250 -1.731 0.025
C 2.111 -1.157 -1.367
N 0.792 -0.501 -1.481
C 3.331 0.064 1.234
C 3.072 1.536 1.451
N 2.339 2.070 0.284
H -1.408 0.366 1.855
H -0.859 -1.083 1.238
H -0.179 -0.742 3.582
H 0.632 0.705 3.010
H 1.143 -2.182 2.157
H 2.247 -1.194 3.096
H 1.466 -2.476 0.165
H 3.210 -2.256 0.112
H 2.238 -1.952 -2.107
H 2.881 -0.407 -1.561
H 0.075 -1.203 -1.285
H 0.627 -0.231 -2.445
H 3.959 -0.050 0.346
H 3.914 -0.336 2.073
H 4.018 2.060 1.608
H 2.452 1.700 2.332
H 2.944 2.028 -0.533
H 2.170 3.058 0.446
C -3.461 -6.157 1.725
C -2.290 -6.715 0.959
C -2.028 -8.080 1.085
C -0.967 -8.689 0.436
C -0.126 -7.930 -0.363
C -0.367 -6.573 -0.495
C -1.444 -5.952 0.146
Sb -1.514 -3.875 -0.382
C -3.138 -2.931 0.650
C -4.220 -2.426 -0.072
C -5.183 -1.637 0.543
C -5.046 -1.302 1.881
C -3.975 -1.802 2.608
C -3.030 -2.634 2.017
C -1.930 -3.201 2.882
C -2.348 -4.014 -2.347
C -1.658 -3.290 -3.320
C -2.069 -3.267 -4.645
C -3.195 -3.986 -5.010
C -3.878 -4.729 -4.058
C -3.469 -4.770 -2.726
C -4.213 -5.650 -1.761
H -4.288 -6.867 1.729
H -3.823 -5.218 1.319
H -3.184 -5.979 2.767
H -2.685 -8.678 1.708
H -0.799 -9.751 0.553
H 0.708 -8.388 -0.879
H 0.299 -5.987 -1.123
H -4.325 -2.661 -1.126
H -6.031 -1.276 -0.027
H -5.761 -0.649 2.365
H -3.870 -1.530 3.651
H -2.352 -3.737 3.733
H -1.299 -2.411 3.295
H -1.287 -3.908 2.353
H -0.769 -2.732 -3.038
H -1.515 -2.699 -5.382
H -3.540 -3.979 -6.036
H -4.748 -5.302 -4.354
H -5.172 -5.957 -2.177
H -4.402 -5.149 -0.812
H -3.635 -6.551 -1.545
C -2.433 0.046 -2.472
P -1.968 1.225 -1.159
C -3.564 1.532 -0.353
C -1.637 2.762 -2.091
C -2.347 3.938 -1.858
C -2.007 5.110 -2.522
C -0.954 5.127 -3.424
C -0.239 3.962 -3.667
C -0.576 2.793 -3.001
H -3.274 0.421 -3.057
H -2.715 -0.906 -2.018
H -1.605 -0.145 -3.155
H -4.308 1.873 -1.074
H -3.466 2.253 0.458
H -3.903 0.595 0.093
H -3.163 3.955 -1.147
H -2.569 6.014 -2.327
H -0.696 6.042 -3.941
H 0.575 3.961 -4.381
H -0.016 1.889 -3.214
N -0.421 5.152 8.149
C -1.020 4.499 7.088
C -2.038 5.114 6.354
C -2.601 4.478 5.264
C -2.159 3.217 4.890
C -1.153 2.590 5.619
C -0.585 3.223 6.703
S -2.866 2.393 3.506
O -3.935 3.228 3.009
O -3.159 1.037 3.899
N -1.693 2.251 2.412
C -1.216 3.276 1.724
S -1.645 4.957 1.906
C -0.516 5.396 0.674
C 0.082 4.295 0.190
N -0.293 3.091 0.763
H -0.944 5.904 8.566
H 0.052 4.575 8.824
H -2.389 6.097 6.645
H -3.397 4.951 4.704
H -0.829 1.595 5.341
H 0.196 2.731 7.272
H -0.390 6.416 0.353
H 0.765 4.293 -0.650
*
```



[3]
Entry from OMol25: C44H60BrGeIrN4O3Si2 as an isolated structure (ωB97M-V/def2-TZVPD).

Computed properties:
F_max	2.11	eV/A
expectation value of S²	0.88
highest occupied orbital energy (alpha / beta)	-10.225 / -9.907	eV
orbital gap (alpha / beta)	4.382 / 3.899	eV
lowest unoccupied orbital energy (alpha / beta)	-5.8 / -6.0	eV

Geometry as ORCA input:
```
! wB97M-V def2-TZVPD RIJCOSX def2/J DEFGRID3
* xyz 1 2
Ir -0.114 0.016 0.172
C -4.349 -3.761 -2.420
Si -3.371 -2.137 -2.122
C -4.492 -0.659 -2.538
C -1.831 -2.249 -3.247
C -2.756 -2.155 -0.326
C -1.551 -2.916 -0.126
C -1.642 -4.319 -0.042
C -0.511 -5.083 0.102
C 0.725 -4.441 0.152
C 0.742 -3.068 0.078
N -0.355 -2.319 -0.041
Si -3.784 -1.724 1.204
C -2.970 -2.673 2.661
C -3.828 0.129 1.640
C -5.550 -2.408 0.972
H -4.689 -3.799 -3.450
H -5.223 -3.835 -1.784
H -3.734 -4.639 -2.251
H -5.419 -0.998 -2.990
H -4.015 0.011 -3.247
H -4.745 -0.075 -1.661
H -2.116 -2.394 -4.285
H -1.203 -3.089 -2.962
H -1.227 -1.349 -3.194
H -2.620 -4.765 -0.093
H -0.578 -6.157 0.171
H 1.646 -4.991 0.245
H 1.683 -2.539 0.116
H -1.894 -2.535 2.674
H -3.161 -3.739 2.584
H -3.366 -2.344 3.617
H -2.828 0.507 1.832
H -4.434 0.300 2.527
H -4.243 0.727 0.835
H -5.544 -3.485 0.834
H -6.047 -1.963 0.117
H -6.156 -2.199 1.849
C -0.706 2.812 5.697
C -1.602 2.015 4.748
N -0.912 1.492 3.579
C -0.697 2.423 2.484
C 0.699 3.041 2.523
C -0.478 0.231 3.517
C -0.529 -0.614 4.761
N -0.016 -0.288 2.415
H -1.245 3.004 6.621
H -0.427 3.771 5.271
H 0.199 2.261 5.939
H -2.405 2.664 4.391
H -2.069 1.193 5.290
H -1.455 3.205 2.557
H -0.841 1.903 1.522
H 0.942 3.381 3.524
H 0.744 3.897 1.860
H 1.447 2.322 2.203
H -1.543 -0.975 4.923
H -0.213 -0.057 5.638
H 0.123 -1.479 4.653
H 0.278 -1.251 2.543
C 4.939 4.073 -0.781
C 4.799 3.486 0.465
C 4.051 2.330 0.608
C 3.428 1.745 -0.488
C 3.569 2.351 -1.735
C 4.325 3.500 -1.884
Ge 2.359 0.057 -0.338
C 3.273 -0.908 1.187
C 4.064 -2.031 0.981
C 4.671 -2.671 2.049
C 4.482 -2.211 3.341
C 3.680 -1.104 3.560
C 3.082 -0.465 2.489
C 2.981 -0.909 -1.978
C 2.125 -1.652 -2.777
C 2.609 -2.350 -3.869
C 3.959 -2.306 -4.172
C 4.819 -1.558 -3.387
C 4.330 -0.855 -2.301
H 5.532 4.967 -0.895
H 5.278 3.923 1.329
H 3.981 1.861 1.580
H 3.104 1.899 -2.601
H 4.438 3.948 -2.859
H 4.222 -2.404 -0.022
H 5.292 -3.536 1.870
H 4.952 -2.713 4.173
H 3.516 -0.743 4.564
H 2.446 0.391 2.669
H 1.069 -1.688 -2.540
H 1.934 -2.923 -4.487
H 4.343 -2.848 -5.023
H 5.872 -1.516 -3.620
H 5.000 -0.265 -1.691
Br 1.322 1.038 -5.163
C -0.347 1.675 -4.509
C -1.171 2.463 -5.309
N -2.310 2.943 -4.860
C -2.714 2.671 -3.637
C -1.966 1.870 -2.776
C -0.752 1.367 -3.221
C -2.478 1.555 -1.375
O -3.377 2.229 -0.910
O -1.924 0.551 -0.828
H -0.903 2.721 -6.323
H -3.654 3.098 -3.315
H -0.129 0.777 -2.557
C 0.688 4.576 -2.126
C -0.035 3.909 -0.963
O 0.462 2.601 -0.709
H 0.180 5.493 -2.408
H 0.714 3.920 -2.991
H 1.712 4.817 -1.844
H -1.102 3.808 -1.165
H 0.087 4.534 -0.069
H 1.426 2.677 -0.617
*
```



[4]
Entry from OMol25: C44H60ClN6O4S3ScSi2 as an isolated structure (ωB97M-V/def2-TZVPD).

Computed properties:
F_max	0.56	eV/A
highest occupied orbital energy	-2.388	eV
orbital gap	6.124	eV
energy relative to the best compared isomer or geometry (same formula, charge and spin)	0.000	eV
lowest unoccupied orbital energy	3.7	eV

Geometry as ORCA input:
```
! wB97M-V def2-TZVPD RIJCOSX def2/J DEFGRID3
* xyz -2 1
Sc 0.754 -0.688 -0.586
N 5.425 -0.227 0.534
C 4.046 -0.139 0.591
S 3.157 -1.475 1.139
N 3.574 1.050 0.264
N 2.218 1.104 0.256
C 1.694 2.255 0.492
C 2.499 3.465 0.843
C 3.205 4.169 -0.128
C 3.928 5.302 0.217
C 3.960 5.739 1.536
C 3.264 5.036 2.509
C 2.534 3.906 2.162
C 0.225 2.352 0.494
C -0.421 3.573 0.678
C -1.807 3.601 0.692
C -2.499 2.412 0.563
C -1.778 1.239 0.397
N -0.451 1.210 0.325
H 5.763 -1.170 0.437
H 5.853 0.461 -0.066
H 3.193 3.813 -1.150
H 4.474 5.844 -0.547
H 4.530 6.621 1.803
H 3.291 5.363 3.542
H 1.989 3.351 2.917
H 0.158 4.477 0.791
H -2.333 4.541 0.813
H -3.580 2.375 0.585
H -2.269 0.282 0.289
C -0.221 -4.394 -0.246
C 1.010 -4.102 -1.039
C 1.769 -5.118 -1.603
C 2.869 -4.759 -2.385
C 3.202 -3.443 -2.574
C 2.415 -2.436 -1.947
N 1.330 -2.820 -1.220
N 2.595 -1.116 -1.967
Si 3.633 -0.325 -3.080
C 3.863 1.516 -2.789
C 2.969 -0.569 -4.828
C 5.404 -1.039 -3.053
H -0.353 -5.468 -0.107
H -1.087 -3.974 -0.758
H -0.178 -3.892 0.720
H 1.494 -6.153 -1.448
H 3.473 -5.532 -2.853
H 4.053 -3.171 -3.184
H 3.087 1.882 -2.122
H 3.795 2.074 -3.728
H 4.836 1.714 -2.331
H 1.922 -0.256 -4.854
H 3.017 -1.620 -5.126
H 3.534 0.019 -5.560
H 6.078 -0.331 -2.562
H 5.784 -1.200 -4.069
H 5.475 -1.984 -2.511
C -2.878 4.648 -7.255
C -2.082 5.822 -7.770
O -2.523 6.594 -8.586
S -0.437 6.117 -7.152
C -0.177 4.849 -5.944
C -0.608 5.030 -4.631
C -0.445 4.024 -3.696
C 0.163 2.802 -4.039
C 0.615 2.649 -5.360
C 0.447 3.655 -6.297
C 0.329 1.777 -3.071
C 0.459 0.904 -2.223
H -3.531 4.315 -8.060
H -3.501 4.997 -6.429
H -2.261 3.832 -6.888
H -1.079 5.964 -4.348
H -0.783 4.158 -2.676
H 1.100 1.722 -5.636
H 0.795 3.514 -7.313
Cl -1.475 -1.347 -1.485
C -1.793 -4.757 5.480
C -0.838 -3.892 4.662
C -0.320 -4.680 3.462
C 0.334 -3.421 5.517
O -1.567 -2.736 4.289
Si -1.827 -1.993 2.817
S -0.062 -1.406 1.988
O -2.926 -0.817 3.262
C -2.841 0.163 4.282
C -3.861 1.235 3.921
C -1.443 0.770 4.354
C -3.219 -0.475 5.619
O -2.719 -3.042 1.908
C -4.047 -3.060 1.422
C -4.391 -1.762 0.698
C -4.993 -3.288 2.599
C -4.116 -4.227 0.442
H -1.291 -5.655 5.849
H -2.640 -5.055 4.858
H -2.175 -4.189 6.332
H 0.220 -5.565 3.809
H 0.354 -4.065 2.866
H -1.149 -5.000 2.827
H 0.911 -4.267 5.899
H -0.037 -2.834 6.362
H 0.987 -2.788 4.913
H -3.588 1.704 2.975
H -3.904 2.005 4.695
H -4.850 0.783 3.816
H -1.154 1.185 3.385
H -0.701 0.014 4.618
H -1.426 1.563 5.106
H -4.231 -0.882 5.561
H -3.184 0.266 6.423
H -2.531 -1.289 5.845
H -4.385 -0.922 1.394
H -5.385 -1.843 0.248
H -3.662 -1.582 -0.094
H -4.893 -2.468 3.314
H -4.742 -4.224 3.104
H -6.031 -3.339 2.258
H -3.445 -4.035 -0.396
H -5.132 -4.359 0.063
H -3.798 -5.147 0.939
*
```